190
Properties=species:S:1:pos:R:3:forces:R:3 method="wB97M-V/def2-TZVPD" total_charge=+5 homo_ev="-19.99 / -19.99" multiplicity=2 lumo_energy_ev="-9.695 / -14.963" orbital_gap_ev="10.295 / 5.027"
C -4.19105 -2.12288 -7.09035 0.64 -1.05 0.27
C -2.95624 -1.52023 -6.39408 -1.43 1.24 -0.78
C -2.76332 -0.06891 -6.90348 1.90 -0.61 0.32
N -1.50068 0.65565 -6.31570 0.21 0.03 -0.80
C -1.75213 1.09711 -4.85722 -1.05 0.38 -2.43
C -2.89246 2.19463 -4.87901 1.31 -0.54 1.18
C -2.58739 3.41782 -5.73376 0.65 -0.23 -0.01
C -2.31154 2.98640 -7.18005 -0.29 -0.89 -0.44
C -1.22462 1.85071 -7.26932 0.00 1.24 1.52
C -0.23008 -0.25043 -6.39328 -2.15 0.14 0.22
H -4.05003 -2.06524 -8.16965 -0.53 -0.03 0.02
H -5.18821 -1.86570 -6.73310 0.22 0.82 -0.23
H -4.12523 -3.16668 -6.78334 -0.12 -0.35 -0.51
H -2.12167 -2.11943 -6.75817 0.12 0.00 0.56
H -3.19180 -1.63441 -5.33598 0.70 0.31 0.18
H -3.62013 0.60240 -6.84584 0.16 -0.27 0.24
H -2.44986 -0.15237 -7.94409 -0.47 -0.01 -0.17
H -2.08142 0.17289 -4.38237 0.08 0.15 0.31
H -0.77782 1.43660 -4.50568 -0.25 0.26 0.25
H -3.88171 1.80402 -5.11758 0.18 -0.36 -0.23
H -2.98029 2.46642 -3.82710 -0.07 0.30 0.20
H -3.41853 4.11119 -5.60514 -0.15 -0.05 -0.60
H -1.71689 3.98050 -5.39654 0.22 -0.29 0.36
H -3.25812 2.67575 -7.62230 0.02 -0.08 -0.25
H -1.95523 3.83078 -7.77010 0.07 -0.11 -0.03
H -0.90536 1.44546 -8.22949 -0.87 -0.02 -0.18
H -0.32028 2.36025 -6.93668 0.24 -0.34 0.57
H -0.18655 -0.67248 -7.39732 0.38 0.58 -0.18
H -0.46644 -1.12538 -5.78772 0.41 0.32 0.39
H 0.61839 0.34090 -6.04902 0.04 -0.18 -0.18
C 1.86739 7.53747 -2.53220 -0.18 -0.48 0.49
C 0.47894 6.92593 -2.17542 -0.54 1.38 -0.18
C 0.54326 5.57387 -1.55628 0.49 -1.57 0.75
N -0.74844 5.03097 -0.88840 -1.81 0.67 0.70
C -0.41769 3.78183 -0.03051 0.24 0.20 -0.06
C -1.59770 3.10396 0.68310 -0.64 0.05 -1.55
C -2.41578 4.09167 1.48375 1.20 0.11 0.76
C -2.60792 5.47602 0.82957 -1.32 -1.28 -0.39
C -1.44573 6.09407 0.03643 0.18 -1.12 0.83
C -1.84004 4.69682 -1.97235 2.14 -0.24 0.62
H 1.80832 8.59361 -2.79520 -0.36 -0.24 -0.46
H 2.42326 6.95786 -3.26920 -0.23 0.14 -0.17
H 2.49203 7.57121 -1.63957 -0.01 -0.29 0.23
H -0.25706 6.94776 -2.97912 0.46 -0.20 -0.64
H -0.00174 7.62686 -1.49297 0.28 0.06 0.46
H 1.32443 5.51633 -0.79828 -0.18 0.39 0.52
H 0.87211 4.76085 -2.20354 -0.32 0.14 -0.60
H 0.29235 4.09948 0.73307 -0.04 0.55 0.04
H 0.18021 3.08098 -0.61312 -0.30 0.10 -0.57
H -1.27259 2.23843 1.26040 0.56 0.28 0.38
H -2.26263 2.60622 -0.02274 -0.02 0.17 -0.58
H -1.85598 4.18840 2.41400 -0.09 0.40 0.35
H -3.38261 3.67622 1.76791 -0.04 0.10 -0.11
H -2.98760 6.07905 1.65437 0.38 0.69 -0.36
H -3.48639 5.30177 0.20827 -0.03 0.54 -0.33
H -0.77657 6.43080 0.82823 0.76 0.11 -0.57
H -1.75028 6.93644 -0.58466 0.00 -0.22 0.12
H -2.73627 4.35685 -1.45340 0.21 0.03 -0.42
H -1.31307 3.95066 -2.56703 -0.50 -0.33 -0.15
H -1.99367 5.55931 -2.62088 -0.10 0.10 0.42
C 1.25038 2.48734 8.70289 0.50 0.19 -0.15
C 1.48133 3.51298 7.55322 -0.15 -0.63 0.07
C 1.05273 2.95398 6.16276 -0.09 0.64 1.15
N 1.20173 4.00177 5.06801 0.11 1.07 -0.56
C 2.67628 4.36235 4.92155 0.68 -0.70 -1.37
C 3.44383 3.16409 4.37593 0.12 -0.38 -0.66
C 2.87837 2.68057 3.01828 -1.06 -0.12 0.30
C 1.36312 2.31960 3.08348 -0.12 0.29 1.35
C 0.57879 3.49302 3.70463 0.26 0.09 0.86
C 0.45344 5.33613 5.35839 0.96 -1.59 0.31
H 0.25055 2.05942 8.62995 -0.03 0.05 0.16
H 1.37922 2.96165 9.67579 -0.43 0.38 -0.13
H 1.97065 1.67581 8.80650 0.09 -0.12 -0.74
H 2.49850 3.90312 7.51777 0.05 -0.28 0.21
H 0.84201 4.36016 7.80156 -0.05 0.04 -0.15
H 0.00767 2.67288 6.29297 -0.23 0.17 -0.53
H 1.59571 2.05455 5.87240 0.12 0.25 0.03
H 3.17322 4.83399 5.76931 -0.75 -0.46 0.54
H 2.80874 5.12578 4.15491 -0.71 0.17 -0.21
H 3.51228 2.30035 5.03727 -0.18 0.15 0.33
H 4.48197 3.45692 4.21905 -0.01 0.19 0.02
H 3.46417 1.82569 2.68047 -0.05 0.16 -0.17
H 2.91183 3.46989 2.26731 0.53 0.09 -0.07
H 1.11025 1.47617 3.72596 0.62 -0.35 0.23
H 0.92962 1.99926 2.13608 0.12 0.50 -0.31
H -0.44573 3.28765 4.01493 0.01 -0.60 -0.04
H 0.42082 4.31650 3.00818 0.78 0.38 0.23
H 0.67881 5.90273 4.45491 -0.77 0.29 0.28
H 0.89035 5.81818 6.23294 0.07 -0.07 -0.19
H -0.56389 5.03257 5.60534 -0.16 0.54 -0.49
C -1.27939 -3.14926 -3.96290 0.59 -0.20 -0.97
C -0.71162 -3.74447 -2.68479 -1.17 -1.46 -0.09
C -1.10318 -5.28651 -2.61462 0.24 0.96 0.77
N -0.61273 -5.98067 -1.34231 0.56 0.25 2.09
C 0.94247 -6.10293 -1.37496 -0.92 -1.63 -0.01
C 1.45137 -7.11546 -0.29969 0.09 1.18 -0.83
C 0.78011 -8.47187 -0.32420 -0.46 0.05 0.96
C -0.75026 -8.31611 -0.17666 1.52 -0.02 -0.86
C -1.25486 -7.39900 -1.29993 1.02 -0.44 0.51
C -1.02552 -5.20573 -0.03081 -0.24 0.25 -2.33
H -2.33000 -3.38342 -4.13467 0.03 -0.08 0.13
H -0.70075 -3.53076 -4.80416 -0.20 -0.46 -0.20
H -1.13622 -2.08241 -4.13442 -0.10 0.15 0.91
H -1.26118 -3.31784 -1.84570 0.45 0.37 0.24
H 0.36517 -3.58635 -2.62470 -0.15 0.03 0.20
H -0.77439 -5.90364 -3.45076 0.35 0.20 0.02
H -2.18726 -5.39751 -2.59121 -0.10 0.22 0.01
H 1.11727 -6.51618 -2.36832 0.29 0.11 -0.05
H 1.38228 -5.10817 -1.30337 -0.22 -0.07 0.10
H 2.52238 -7.24254 -0.45746 0.08 0.15 -0.08
H 1.34598 -6.62295 0.66697 -0.06 -0.18 0.30
H 1.06668 -9.08079 -1.18164 -0.10 0.20 -0.18
H 1.14231 -9.00026 0.55768 0.07 -0.22 -0.10
H -1.18974 -9.29702 -0.35770 -0.32 0.11 0.14
H -0.95820 -8.01764 0.85085 -0.42 0.21 -0.15
H -0.86759 -7.81631 -2.22944 -0.50 -0.21 -0.15
H -2.34227 -7.44220 -1.23850 -0.02 1.03 -0.51
H -0.57221 -4.21474 -0.00733 0.44 -0.13 -0.34
H -0.78911 -5.68593 0.91873 -0.35 -0.58 -0.54
H -2.06719 -5.02661 -0.29717 -0.34 -0.22 1.04
C -2.93691 0.03552 -1.66145 -0.52 -1.12 0.61
C -3.48439 -0.70785 -0.45456 0.91 -0.22 1.73
C -2.38226 -0.93097 0.58100 -0.35 0.11 2.05
N -2.89508 -1.47729 1.98788 0.81 -0.81 0.21
C -3.73718 -0.54761 2.84475 -0.07 0.87 0.83
C -2.97088 0.72576 3.28880 1.03 -1.28 -0.22
C -1.62798 0.30469 4.06980 -1.26 0.41 -0.74
C -0.85924 -0.76040 3.33156 0.68 -0.29 -1.99
C -1.67691 -1.94769 2.80970 -1.28 1.29 1.30
C -3.74044 -2.70210 1.80680 -0.78 1.17 -0.43
H -3.81527 0.32310 -2.23927 0.47 0.23 -0.40
H -2.35435 -0.75799 -2.12949 0.24 0.66 -0.78
H -2.31297 0.87249 -1.34794 -0.09 0.09 -0.34
H -3.79439 -1.71705 -0.72572 -0.72 0.32 -0.22
H -4.23434 -0.13719 0.09319 -0.53 -0.17 -0.40
H -1.89290 -0.01490 0.91183 0.04 0.16 -0.53
H -1.59982 -1.64646 0.32809 -0.12 -0.08 -0.33
H -4.65741 -0.33688 2.29988 0.18 0.25 -0.17
H -4.07447 -1.08255 3.73254 0.25 -0.50 -0.10
H -2.85695 1.18626 2.30744 0.91 0.72 0.28
H -3.53062 1.43390 3.89981 -0.40 -0.46 -0.04
H -0.96108 1.14969 4.24107 -0.21 0.15 -0.22
H -1.85637 -0.04496 5.07662 -0.47 -0.09 -0.01
H -0.45029 -0.36662 2.40109 0.46 0.66 0.03
H 0.01595 -1.09203 3.89029 -0.17 -0.28 0.16
H -1.16043 -2.68790 2.19861 0.12 0.07 0.32
H -2.14910 -2.32425 3.71709 0.05 -0.96 -0.25
H -3.23743 -3.40459 1.14228 -0.15 -0.09 0.30
H -4.64967 -2.28937 1.36970 -0.10 -0.61 -0.42
H -4.05964 -3.06907 2.78227 0.51 -0.37 -0.13
C 6.22081 -3.22451 -0.41612 0.64 -0.53 -0.35
C 5.61331 -2.41268 0.73290 -0.72 0.15 -0.92
C 4.16818 -2.89421 1.02508 0.34 -0.22 0.95
N 3.52529 -2.37510 2.37317 -0.16 0.87 0.71
C 2.27226 -3.20808 2.78497 1.32 -1.00 -0.13
C 2.67799 -4.69185 3.05409 -0.43 0.09 1.47
C 3.67460 -4.76868 4.31068 -2.09 0.63 -1.70
C 4.81031 -3.81610 4.04948 1.39 0.08 0.00
C 4.53752 -2.36087 3.60140 -1.19 -1.07 -0.30
C 3.15650 -0.88631 2.26098 0.22 -1.51 -0.16
H 7.27000 -2.95003 -0.52550 -0.02 0.13 0.04
H 5.79274 -3.09029 -1.40952 -0.39 0.44 0.17
H 6.24407 -4.30702 -0.29074 -0.17 -0.06 0.52
H 5.57599 -1.39490 0.34455 -0.07 0.26 0.27
H 6.31527 -2.39967 1.56668 -0.36 -0.35 0.16
H 4.12976 -3.98351 1.03150 0.27 0.05 0.59
H 3.48070 -2.66893 0.20978 -0.08 0.67 0.15
H 1.47389 -3.14714 2.04538 0.41 0.24 -0.55
H 1.83778 -2.79734 3.69636 0.47 0.29 0.16
H 2.93720 -5.23444 2.14497 0.68 0.23 0.08
H 1.76018 -5.20519 3.34081 -0.27 0.09 0.17
H 4.00057 -5.76624 4.60516 0.32 -0.06 -0.76
H 3.09557 -4.50213 5.19486 -0.18 0.52 -0.01
H 5.43568 -4.24486 3.26642 0.27 -0.18 0.10
H 5.35582 -3.88671 4.99051 0.65 0.79 -0.22
H 5.35096 -1.71687 3.26723 0.44 -0.82 -0.06
H 4.10640 -1.75450 4.39799 -0.68 -0.25 -0.04
H 2.43806 -0.77220 1.44924 0.12 0.16 0.18
H 4.08270 -0.34070 2.08055 -0.17 0.01 -0.18
H 2.76201 -0.61592 3.24045 -0.20 0.17 -0.24
B 1.56980 2.84186 -4.07195 2.55 -0.27 -1.40
F 2.05285 1.73252 -4.80869 -0.35 -0.13 0.22
F 0.65611 3.52465 -4.76420 -2.24 1.28 -1.80
F 0.90285 2.37157 -2.96077 -1.08 -1.34 2.83
F 2.60439 3.69645 -3.75587 0.33 -0.02 0.79
O 0.17437 -0.39125 -2.08818 0.65 -1.55 1.86
C 0.70483 -0.66957 -0.86240 -1.78 -0.87 -4.58
O 0.99243 0.32644 -0.20356 0.94 1.46 2.44
O 0.83784 -1.82238 -0.47397 0.24 0.03 0.86
H 0.19935 0.56329 -2.18731 0.26 1.24 -0.84